No. 1
The following is a quantum chemistry calculation of a single CH2F3NS molecule at a distorted geometry, from OMol25.

Computed properties:
SMILES string ... C=S(F)(F)=NF
Relative energy (zero: lowest compared OMol25 entry of this formula, charge and spin) ... 731.0 kJ/mol
Frontier orbital gap ... 8.47 eV
Energy ... -791.5528 Eh

```
8
Properties=species:S:1:pos:R:3:forces:R:3:mulliken_charge:R:1
H 0.6357 1.5213 1.7165 -1.1 -0.8 -0.5 0.29
N -0.8660 -1.3827 0.4784 1.9 1.4 1.6 -0.18
C 1.0038 0.9052 0.8772 0.1 -0.9 -1.3 -0.64
H 1.6103 1.6228 0.2219 -1.2 -1.5 0.0 0.28
S -0.2157 -0.2088 -0.2546 0.9 2.8 -1.2 0.87
F -1.2835 0.2319 -1.5264 0.9 -0.6 1.6 -0.29
F -1.7691 -2.1778 -0.0878 -0.8 -0.4 -1.2 -0.10
F 0.8843 -0.5119 -1.4251 -0.7 0.0 1.1 -0.22
```
Forces are in eV/Å.

=====

No. 2
The following is a quantum chemistry calculation of a molecular structure, C10H23N2O9P2W, from OMol25.

Computed properties:
Relative energy (zero: lowest compared OMol25 entry of this formula, charge and spin) ... 0.0 kJ/mol
Net charge ... +3
2S+1 ... 3
Frontier orbital gap (spin up / spin down) ... 7.56 / 8.52 eV
Energy ... -1930.5568 Eh

```
47
Properties=species:S:1:pos:R:3:forces:R:3:mulliken_charge:R:1
O 0.4626 -1.0388 -2.0264 -0.2 0.0 -0.2 -0.70
C -0.4053 3.1751 -0.8211 0.1 0.0 -0.2 -0.68
H -2.2457 0.1173 -3.4355 0.0 0.0 0.0 0.37
H 2.6871 0.0975 1.9368 0.0 0.0 0.0 0.56
H 1.9596 0.1457 4.5815 0.0 0.0 0.0 0.44
H -4.5159 0.5038 -1.2635 0.0 0.0 0.0 0.40
H -0.2114 3.6361 0.1453 0.0 0.0 0.0 0.35
H 2.1952 2.9489 0.0248 0.0 0.0 0.0 0.33
H -0.2980 3.8873 -1.6347 0.0 0.0 0.0 0.33
C -0.4121 0.7717 2.5131 0.0 0.0 -0.1 -0.42
O 2.5122 0.3721 -0.6807 0.2 -0.1 -0.1 -0.24
C 3.3629 -0.7872 -0.9944 0.0 0.1 0.1 -0.86
H -2.4632 -4.1172 -0.7898 0.0 0.0 0.0 0.50
P -0.2110 -2.2387 -1.2916 -0.1 0.1 0.1 1.03
C 1.7275 0.2839 2.3854 0.1 0.2 -0.1 -0.57
H 2.0330 3.5179 -1.6638 0.0 0.0 0.0 0.50
H -2.6527 -3.2142 -3.1083 0.0 0.0 0.0 0.40
O -1.6749 0.1941 -0.1353 -0.1 0.1 -0.4 -0.44
O 0.1483 -1.8209 0.1526 0.0 -0.3 0.1 -0.66
C 2.8655 1.5383 -1.4878 0.0 -0.1 0.0 -0.48
N 0.5936 0.5943 1.6185 -0.1 -0.5 0.4 -0.10
H -2.6046 -2.8427 0.4270 0.0 0.0 0.0 0.43
H -1.4330 1.0051 2.2581 0.0 0.0 0.0 0.59
W 0.4117 0.1834 -0.3757 0.3 0.3 0.2 2.54
H 1.0538 -3.9872 -1.8943 0.0 0.0 0.0 0.44
O 0.6092 2.1142 -1.0275 0.0 0.2 0.2 -0.63
H 3.9189 1.7732 -1.3353 0.0 0.0 0.0 0.46
P -2.4684 -0.3905 -1.3110 0.1 0.3 -0.3 0.36
H 3.0947 -1.5681 -0.2876 0.0 0.0 0.0 0.35
C -0.7544 0.7944 4.9837 0.1 0.0 -0.2 -0.76
H -1.3742 2.6911 -0.8532 0.0 0.0 0.0 0.22
C 1.3838 0.3119 3.6868 -0.1 0.1 0.0 -0.50
H 3.1803 -1.0896 -2.0233 0.0 0.0 0.0 0.32
O 0.1517 -3.6560 -1.7569 0.1 0.0 0.0 -0.52
N 0.0338 0.6290 3.7413 0.0 0.0 0.1 0.10
H 4.3963 -0.4840 -0.8445 0.0 0.0 0.0 0.37
C 1.9879 2.6522 -1.0045 0.0 0.0 -0.1 -0.69
O -2.2905 -2.3327 -2.9338 0.1 0.0 0.0 -0.61
H -1.0049 1.8447 5.1066 0.0 0.0 0.0 0.35
H -3.8572 -3.0208 -0.8187 0.0 0.0 0.0 0.47
H -0.1399 0.4616 5.8137 0.0 0.0 0.0 0.31
H 2.6882 1.2927 -2.5373 0.0 0.0 0.0 0.39
O -1.9688 0.4296 -2.5557 -0.1 0.0 0.0 -0.38
C -2.0322 -2.1509 -1.5580 -0.1 0.0 0.0 1.06
H -1.6486 0.1815 4.9189 0.0 0.0 0.0 0.35
O -4.0031 -0.3195 -1.2248 0.0 -0.3 0.4 -0.52
C -2.7879 -3.0895 -0.6192 0.0 0.0 0.0 -1.55
```
Forces are in eV/Å.

=====

No. 3
The following is a quantum chemistry calculation of 3 unconnected molecules or ions with the total composition C24H45NO7 at a distorted geometry, from OMol25.

Computed properties:
SMILES string ... C=CC(=O)OCCCCCC[C@@](CNC)(COCC)OC=O.C1CCOC1.C1CCOC1
Frontier orbital gap ... 9.28 eV
Energy ... -1522.7278 Eh

```
77
Properties=species:S:1:pos:R:3:forces:R:3:mulliken_charge:R:1
H -1.8259 3.8803 1.0859 0.5 0.0 0.0 0.09
H 2.8263 -8.4988 -3.0229 0.0 0.1 0.0 0.27
H -1.4033 0.1860 -1.5552 0.1 -0.2 -0.1 0.10
C -0.3419 -1.2177 -0.2265 -2.0 -0.2 -0.8 2.74
O 0.3296 4.9489 2.7073 -0.7 2.4 -0.4 -0.51
C 0.9710 0.6889 -4.0815 0.1 -0.1 -0.1 -1.11
N 0.4376 -3.5236 -0.9392 -0.8 -0.9 0.2 -0.18
H -2.4450 -1.0851 -0.9252 0.2 -0.1 -0.1 0.39
H 3.7364 -9.8858 -1.2993 0.0 0.0 0.0 0.25
O 0.3946 -1.1044 -2.4911 -0.4 -0.3 -0.1 -0.38
C 0.7935 -0.8355 -1.1531 0.7 0.1 -0.7 -2.07
H 3.4024 -7.6275 0.3467 0.0 0.0 0.1 0.25
H -1.5894 -2.9489 -0.8037 0.0 0.2 0.0 0.33
H 3.0968 2.9199 2.0948 -1.2 -0.6 -1.2 0.33
O 1.9449 -1.1388 1.9729 2.1 -1.8 1.5 -0.52
H 0.4294 1.3681 -3.4205 0.0 -0.2 0.2 0.28
C -3.0108 2.6051 2.3149 0.1 0.7 0.1 -0.78
H 2.7910 1.4715 3.2076 1.2 0.7 1.0 0.31
C -1.9015 8.4638 0.0777 0.0 0.1 -0.1 -0.44
H 2.6946 -9.8729 0.9086 0.0 0.0 0.0 0.35
H 2.2445 -10.7777 -1.6191 0.0 0.0 0.0 0.34
H -0.7428 -3.1043 0.7305 -0.1 0.2 0.1 0.47
H -1.7199 9.4952 -0.2439 0.0 0.0 0.1 0.26
C -3.2862 1.4033 -0.0254 -0.4 -0.3 0.0 -0.95
H 1.3560 0.5884 1.2570 -0.4 0.1 -0.3 0.34
C 0.2527 7.5475 0.3855 0.2 0.1 0.0 -0.46
H 1.6936 -1.4315 -0.9770 0.0 0.1 0.4 0.66
C -3.8445 2.3998 1.0389 0.4 -0.7 0.0 -0.92
C 1.1412 -0.4707 1.4626 -1.4 1.5 -0.7 0.20
H -1.2800 1.2147 0.6406 0.1 -0.1 0.4 0.06
H -3.0500 1.9242 -0.9569 0.2 0.1 0.1 0.42
C 2.5070 2.4749 2.8926 0.6 -0.3 -0.1 -0.89
H -2.9481 8.3722 0.3723 0.0 0.0 -0.1 0.29
C -0.4253 6.8816 -0.8005 -0.1 -0.1 0.0 -0.17
H -0.1895 -5.1922 0.2648 0.1 0.1 0.2 0.36
C 2.3838 -7.8888 0.0416 0.2 0.1 0.0 -0.30
H 0.3734 0.5384 -4.9797 -0.1 0.0 0.0 0.30
C 2.1859 -8.6569 -2.1544 -0.2 0.1 -0.1 -0.45
H 1.0438 0.2349 -1.1101 -0.1 0.0 0.4 0.76
O 2.2132 -7.4880 -1.3249 0.0 -0.4 0.1 -0.38
O -0.1042 -0.9220 1.1717 0.7 0.1 -0.4 -0.47
H 1.5864 3.1202 4.6317 -1.2 -1.1 0.1 0.37
H -4.0102 3.3607 0.5476 -0.1 0.1 0.2 0.27
H -2.4063 0.0153 1.3267 0.3 -0.2 0.1 0.40
C -1.8030 3.5590 2.1315 -1.5 -0.4 -0.8 -0.31
H 1.8943 1.2010 -4.3599 -0.1 0.0 -0.2 0.36
C 2.1639 -9.3921 0.0880 -0.2 0.0 0.0 -0.62
H 1.6820 -7.3404 0.6711 0.0 0.1 -0.1 0.27
H 1.0987 -9.6123 0.1948 0.0 0.0 0.0 0.28
H 1.1047 -5.5398 -0.8621 0.2 0.4 0.3 0.41
H -4.8166 2.0304 1.3682 -0.1 0.1 -0.1 0.44
H -0.7012 8.8675 1.8643 0.0 0.0 0.0 0.38
H 2.2918 -0.4595 -2.8769 0.0 -0.1 0.0 0.35
C 2.6456 -9.8199 -1.2901 0.2 0.0 0.0 -0.55
C 1.3525 -0.6358 -3.4171 0.7 0.7 0.3 -0.38
H -3.6738 3.0970 3.0324 0.0 -0.1 0.0 0.52
C -0.9401 8.0519 1.1829 -0.1 -0.1 0.1 -0.27
H 0.8961 6.8681 0.9422 -0.1 0.0 0.0 0.28
H -0.6825 5.8400 -0.5751 0.1 0.0 0.0 0.02
C 0.3672 3.7771 2.8619 2.4 0.0 0.6 0.66
O -1.6422 7.5989 -1.0330 0.1 0.0 0.1 -0.43
C -2.1067 0.5373 0.4221 -0.1 0.7 -0.6 0.22
H 1.6010 -1.3873 -4.1670 -0.4 -0.2 0.0 0.40
C -0.6453 -2.7455 -0.2936 0.9 -0.2 -0.3 -1.79
H 1.4564 -4.5020 0.5792 -0.1 -0.4 0.2 0.30
H -2.7155 1.6792 2.8019 0.1 -0.2 -0.2 0.34
C 1.5287 3.1071 3.5453 -0.5 -0.5 -0.1 -0.37
H 0.8582 8.3923 0.0459 0.0 0.0 0.0 0.30
H -1.9854 4.4531 2.7223 0.5 0.0 0.2 0.53
H -1.3671 7.2331 1.7675 0.0 0.0 0.0 -0.02
H 1.1575 -8.8030 -2.5018 0.0 -0.1 0.0 0.27
H 0.0463 -3.8529 -1.8146 0.3 0.4 -0.2 0.19
H -4.1056 0.7241 -0.2866 0.0 0.1 -0.1 0.34
C -1.6178 -0.4196 -0.6727 -0.2 0.5 0.9 -1.37
O -0.5547 2.9258 2.4421 -0.5 -0.3 0.5 -0.20
C 0.7209 -4.7658 -0.1801 0.0 0.3 -0.6 -1.02
H 0.1867 6.9001 -1.7035 -0.1 0.0 0.0 0.29
```
Forces are in eV/Å.

=====

No. 4
The following is a quantum chemistry calculation of a molecular structure, C20H18Cl2F5N2O5TeZr at a distorted geometry, from OMol25.

Computed properties:
Relative energy (zero: lowest compared OMol25 entry of this formula, charge and spin) ... 246.0 kJ/mol
Net charge ... +1
Frontier orbital gap ... 7.13 eV
Energy ... -2993.4118 Eh

```
54
Properties=species:S:1:pos:R:3:forces:R:3:mulliken_charge:R:1
C -3.9621 -3.1734 1.4198 0.1 0.0 0.0 0.21
H 1.3621 6.2059 -1.9167 0.0 0.0 0.0 0.32
N 1.2368 2.1779 1.1198 0.1 -0.3 -0.1 -0.25
C 2.9457 -3.3371 -2.8341 0.0 0.1 0.0 -0.72
O 0.8848 -0.9238 -0.0496 0.2 -0.3 -0.5 -0.68
O -1.0975 0.9009 0.0166 0.6 0.1 0.4 -0.77
F -2.5082 2.7978 1.6305 -0.7 0.3 -0.1 -0.33
H 4.0826 5.1805 0.5281 0.0 0.0 0.0 0.34
F -0.4542 2.7313 3.0229 0.3 0.4 0.9 -0.28
C 1.3745 -4.4360 -0.8105 0.1 -0.1 0.0 -0.38
H -6.5032 -3.8976 3.5374 0.0 0.0 0.0 0.43
Te -0.8558 2.0522 1.4056 -0.7 0.3 -0.2 1.61
C 2.2394 6.2559 0.0703 0.0 0.0 0.0 -0.41
H 3.5241 3.0152 -1.7602 0.0 0.0 0.0 0.32
C -6.2534 -4.6724 1.5540 -0.1 -0.1 0.0 0.44
C 2.3729 -2.5117 -1.8862 0.0 0.0 -0.1 -0.26
H 2.8130 4.9506 1.7266 0.0 0.0 0.0 0.50
O -2.0541 -2.0966 2.3844 -0.6 -0.4 0.2 -0.71
H 4.2803 5.3195 -1.7554 0.0 0.0 0.0 0.36
Cl -7.6979 -5.6155 1.6356 0.1 0.0 0.0 -0.18
H 1.1944 6.1650 0.3687 0.0 0.0 0.0 0.23
C -4.7206 -3.1612 2.5868 0.0 -0.2 0.1 -0.36
H 0.7721 -4.8483 -0.0122 0.0 0.0 0.0 0.46
C 2.7882 3.7859 -1.5407 -0.1 0.1 0.2 -0.58
H -3.7514 -3.9282 -0.5826 0.0 0.0 0.0 0.44
C 3.2347 5.1573 -2.0221 0.0 0.0 0.0 -0.79
H 3.1952 5.1401 -3.1113 0.0 0.0 0.0 0.37
O 0.3339 -2.6472 1.1366 0.3 -0.4 -0.2 -0.74
H 1.8347 3.5046 -1.9870 0.0 0.0 0.0 0.43
C -5.4936 -4.7036 0.3921 0.1 0.0 0.0 -0.73
C -4.3481 -3.9341 0.3201 -0.2 0.0 -0.1 -0.32
C 1.8561 2.9862 0.5401 0.2 0.3 -0.1 0.67
H -5.8064 -5.3190 -0.4396 0.0 0.0 0.0 0.42
H 2.5307 -1.4426 -1.9220 0.0 0.0 0.0 0.49
O -2.3211 -1.8967 0.2167 -0.7 -0.4 -0.1 -0.76
H 2.7656 7.2379 -1.8027 0.0 0.0 0.0 0.32
H 2.6168 7.1756 0.5175 0.0 0.0 0.0 0.35
N 2.5918 3.8428 -0.0505 -0.1 0.0 0.0 0.03
C 2.7124 -4.7052 -2.7663 0.1 -0.1 -0.1 0.43
C 1.9330 -5.2657 -1.7639 0.0 0.0 0.0 -0.71
F 0.2524 0.3393 2.4263 0.2 0.2 -0.1 -0.62
C 3.0072 5.0912 0.6661 0.0 -0.2 -0.1 -0.89
C 2.3561 6.2842 -1.4746 0.0 0.0 0.0 -0.56
C 0.9474 -2.1950 0.1046 0.4 -0.1 0.0 1.51
C 1.5888 -3.0615 -0.8757 0.0 -0.1 0.1 -0.15
H 3.5659 -2.9379 -3.6241 0.0 0.0 0.0 0.41
H 1.7755 -6.3347 -1.7375 0.0 0.0 0.0 0.43
C -5.8846 -3.9042 2.6506 0.0 0.0 0.0 -0.73
F -0.6679 3.6199 0.4434 0.2 0.6 -0.5 -0.40
Cl 3.4128 -5.7355 -3.9626 0.0 0.1 0.1 -0.18
C -2.7457 -2.3758 1.3491 -0.3 -0.3 -0.1 1.31
H -4.4020 -2.5695 3.4346 0.0 0.0 0.0 0.47
Zr -0.8255 -0.8859 1.2057 0.5 0.2 0.2 1.70
F -2.0287 0.5982 2.2778 0.1 0.0 0.1 -0.52
```
Forces are in eV/Å.

=====

No. 5
The following is a quantum chemistry calculation of a single C6H10O molecule at a distorted geometry, from OMol25.

Computed properties:
SMILES string ... C/C=C(/C)CC=O
Relative energy (zero: lowest compared OMol25 entry of this formula, charge and spin) ... 159.3 kJ/mol
Frontier orbital gap ... 9.14 eV
Energy ... -309.7817 Eh

```
17
Properties=species:S:1:pos:R:3:forces:R:3:mulliken_charge:R:1
C -0.6027 -0.7500 -1.7866 -0.1 0.0 -0.1 -1.24
H -2.1429 1.3038 -0.0686 -0.2 0.1 0.1 0.32
C 0.0555 -0.1440 -0.5769 0.5 -0.5 0.1 0.65
C 0.0395 1.3640 -0.3880 0.0 -0.1 0.1 -0.82
H 0.9001 1.7862 0.1403 -0.3 -0.2 0.0 0.27
H -1.0696 -1.7087 -1.5373 0.1 0.1 0.0 0.34
O -1.2014 0.8307 1.6474 -0.4 1.2 -0.3 -0.49
H 2.1901 -1.2461 1.3349 0.1 0.1 0.3 0.34
H -0.1688 -1.8161 0.6610 0.5 -0.4 -0.5 0.27
H -0.1650 1.9572 -1.2880 0.0 -0.3 0.2 0.33
H -1.3512 -0.1133 -2.2739 0.1 0.0 0.2 0.34
C -1.1981 1.2006 0.4958 -0.4 0.7 0.7 0.15
H 0.1753 -0.9541 -2.5348 -0.2 0.0 0.0 0.30
C 0.3501 -0.8710 0.5124 0.5 -0.5 -0.6 -0.23
H 1.7753 0.4613 1.5115 -0.2 -0.2 0.0 0.26
C 1.3691 -0.5521 1.5626 0.0 0.0 0.0 -1.08
H 1.0445 -0.7483 2.5882 -0.1 0.0 -0.2 0.30
```
Forces are in eV/Å.

=====

energy of number 3 (C24H45NO7)?
-1522.7278 Eh